[1]
The following is a quantum chemistry calculation of C18H21BrF4N3Pd as an isolated structure, from the OMol25 dataset.

Values from the calculation:
- strongest force on any atom (Eh/bohr) = 0.0100
- charge = +1
- lowest unoccupied orbital energy (eV) = -3.67
- spin multiplicity = 1
- HOMO-LUMO gap (eV) = 6.82

XYZ file:
```
48
Properties=species:S:1:pos:R:3:nbo_charge:R:1
Pd 0.645 0.220 0.308 0.9206
C -2.937 0.333 -2.105 -0.6411
C -1.535 0.185 -1.534 -0.2302
N -1.372 0.416 -0.065 -0.3684
C -2.159 -0.533 0.787 -0.2253
C -3.616 -0.176 1.055 -0.6388
C -1.632 1.834 0.342 -0.2363
C -0.611 2.764 -0.278 -0.2437
N 0.674 2.108 -0.125 -0.6109
C 1.887 2.690 -0.335 0.0757
C 3.033 1.904 -0.197 0.2708
F 2.829 0.558 0.090 -0.3367
C 4.318 2.367 -0.342 0.3598
F 5.332 1.515 -0.180 -0.2918
C 4.546 3.691 -0.657 -0.3725
C 3.433 4.495 -0.820 0.3799
F 3.593 5.781 -1.133 -0.2887
C 2.141 4.026 -0.671 0.2550
F 1.118 4.881 -0.855 -0.3058
H -2.860 0.320 -3.192 0.2440
H -3.405 1.276 -1.824 0.2187
H -3.592 -0.486 -1.814 0.2156
H -0.855 0.876 -2.030 0.2243
H -1.160 -0.821 -1.728 0.2028
H -1.641 -0.591 1.744 0.2128
H -2.083 -1.512 0.312 0.2078
H -3.709 0.748 1.623 0.2202
H -4.044 -0.972 1.664 0.2407
H -4.215 -0.088 0.154 0.2213
H -1.542 1.856 1.428 0.2198
H -2.649 2.131 0.082 0.2188
H -0.658 3.718 0.250 0.2346
H -0.848 2.977 -1.327 0.1924
H 5.546 4.081 -0.778 0.2633
C 0.367 -5.213 -0.693 -0.6397
C 0.501 -4.140 0.349 -0.0257
C 0.601 -4.423 1.708 -0.1216
C 0.740 -3.402 2.631 -0.2480
C 0.769 -2.103 2.163 0.1375
Br 0.969 -0.656 3.351 0.1311
N 0.663 -1.802 0.870 -0.5233
C 0.537 -2.804 -0.013 0.0575
H 0.344 -6.200 -0.236 0.2354
H 1.205 -5.183 -1.390 0.2416
H -0.549 -5.086 -1.271 0.2353
H 0.577 -5.451 2.047 0.2405
H 0.830 -3.600 3.689 0.2570
H 0.474 -2.508 -1.053 0.2134
```


[2]
The following is a quantum chemistry calculation of C18H21BrN2O9P2Pd as an isolated structure at a distorted geometry, from the OMol25 dataset.

Values from the calculation:
- strongest force on any atom (Eh/bohr) = 0.0226
- lowest unoccupied orbital energy (eV) = -0.88
- spin multiplicity = 1
- energy relative to the best compared isomer or geometry (same formula, charge and spin) (kcal per mole) = 11.6
- HOMO-LUMO gap (eV) = 7.82

XYZ file:
```
54
Properties=species:S:1:pos:R:3:nbo_charge:R:1
Pd -1.023 -0.523 -0.192 1.0067
O -0.913 -2.503 -0.692 -0.7299
C 0.127 -3.012 -1.465 0.3584
C 0.245 -4.392 -1.517 -0.2659
C 1.291 -4.965 -2.221 -0.1923
C 2.220 -4.153 -2.854 -0.2198
C 2.082 -2.778 -2.794 -0.1707
C 1.031 -2.178 -2.107 -0.1257
C 0.923 -0.662 -2.155 0.2193
O -0.376 -0.163 -2.026 -0.7793
N 1.851 -0.057 -1.206 -0.4354
N 1.517 -0.380 0.069 -0.2397
C 1.626 0.483 1.000 -0.0467
C 1.041 0.238 2.327 -0.0681
Br -0.493 -0.934 2.358 0.1307
C 1.356 0.844 3.469 -0.2034
C 2.524 1.723 3.648 0.0019
C 2.403 2.846 4.467 -0.2117
C 3.475 3.703 4.648 -0.2029
C 4.690 3.439 4.031 -0.1999
C 4.830 2.309 3.239 -0.2099
C 3.756 1.453 3.050 -0.2146
H -1.828 -2.514 -1.134 0.5515
H -0.483 -4.996 -0.993 0.2280
H 1.383 -6.042 -2.267 0.2186
H 3.046 -4.592 -3.399 0.2177
H 2.800 -2.141 -3.296 0.2146
H 1.278 -0.347 -3.141 0.1973
H 1.903 0.948 -1.361 0.3546
H 2.030 1.485 0.838 0.1981
H 0.706 0.718 4.326 0.2291
H 1.455 3.053 4.949 0.2171
H 3.363 4.578 5.276 0.2192
H 5.530 4.105 4.179 0.2177
H 5.782 2.085 2.775 0.2184
H 3.881 0.552 2.464 0.2193
C -4.419 0.188 0.343 -0.6403
C -3.880 0.725 -0.984 -0.5014
O -4.897 1.505 -1.655 -0.7758
P -3.603 -0.691 -2.141 2.4054
O -2.631 -0.253 -3.287 -1.0142
O -5.007 -0.842 -2.850 -0.9797
O -3.231 -1.943 -1.464 -1.1463
P -2.551 1.992 -0.651 2.3724
O -1.899 2.318 -2.077 -0.9885
O -3.291 3.147 -0.098 -1.1299
O -1.420 1.385 0.197 -1.0817
H -5.300 -0.431 0.170 0.2264
H -4.686 1.026 0.987 0.2361
H -3.669 -0.420 0.852 0.2185
H -4.925 2.355 -1.180 0.5126
H -1.676 -0.203 -2.992 0.5443
H -5.466 0.015 -2.871 0.5304
H -2.474 2.897 -2.592 0.5097
```


[3]
The following is a quantum chemistry calculation of C18H21BrN2O9P2Re as an isolated structure, from the OMol25 dataset.

Values from the calculation:
- strongest force on any atom (Eh/bohr) = 0.0014
- charge = +2
- lowest unoccupied orbital energy (alpha / beta) (eV) = -7.90 / -8.10
- spin multiplicity = 2
- energy relative to the best compared isomer or geometry (same formula, charge and spin) (kcal per mole) = 0.0
- HOMO-LUMO gap (alpha / beta) (eV) = 5.72 / 5.53

XYZ file:
```
54
Properties=species:S:1:pos:R:3:nbo_charge:R:1
Re 0.244 0.799 0.551 1.6644
O 4.302 -0.099 3.969 -0.7207
C 3.831 1.107 4.432 0.3835
C 4.328 1.738 5.558 -0.2945
C 3.772 2.945 5.955 -0.1458
C 2.728 3.516 5.241 -0.2197
C 2.236 2.878 4.114 -0.1586
C 2.789 1.673 3.705 -0.1841
C 2.343 0.935 2.483 0.2394
O 1.278 1.617 1.778 -0.5548
N 1.753 -0.354 2.803 -0.4254
N 0.940 -0.781 1.780 -0.3058
C 0.527 -1.999 1.697 0.0635
C -0.626 -2.321 0.904 -0.1657
Br -1.724 -0.741 0.643 0.3477
C -1.100 -3.516 0.518 -0.0749
C -0.378 -4.770 0.603 -0.0547
C -1.121 -5.948 0.753 -0.1707
C -0.475 -7.161 0.892 -0.1908
C 0.913 -7.217 0.846 -0.1404
C 1.659 -6.060 0.650 -0.1913
C 1.020 -4.840 0.528 -0.2147
H 5.077 -0.372 4.473 0.5074
H 5.138 1.291 6.121 0.2314
H 4.160 3.441 6.835 0.2395
H 2.301 4.456 5.560 0.2378
H 1.429 3.323 3.549 0.2241
H 3.157 0.841 1.754 0.1935
H 2.417 -1.031 3.169 0.4219
H 0.964 -2.781 2.312 0.2521
H -2.113 -3.565 0.129 0.2468
H -2.203 -5.902 0.781 0.2293
H -1.050 -8.067 1.025 0.2447
H 1.415 -8.170 0.938 0.2418
H 2.736 -6.118 0.572 0.2359
H 1.601 -3.953 0.305 0.2102
C 1.843 2.250 -2.930 -0.6343
C 0.491 1.572 -3.107 -0.4771
O 0.181 1.548 -4.489 -0.6898
P 0.519 -0.172 -2.559 2.3975
O 1.654 -0.991 -3.229 -0.9517
O -0.839 -0.817 -2.961 -0.9841
O 0.792 -0.263 -1.050 -1.0480
P -0.867 2.304 -2.115 2.3832
O -0.928 3.831 -2.422 -0.9622
O -2.080 1.492 -2.370 -1.1175
O -0.309 2.215 -0.647 -1.0266
H 2.582 1.766 -3.567 0.2515
H 2.186 2.213 -1.896 0.2232
H 1.757 3.292 -3.234 0.2645
H -0.766 1.417 -4.642 0.4991
H 1.554 -1.212 -4.168 0.5561
H -1.588 -0.173 -2.829 0.5609
H -1.745 4.170 -2.817 0.5533
```


[4]
The following is a quantum chemistry calculation of C18H21ClIN4ORbS2 as an isolated structure, from the OMol25 dataset.

Values from the calculation:
- strongest force on any atom (Eh/bohr) = 0.0147
- lowest unoccupied orbital energy (eV) = -0.06
- spin multiplicity = 1
- energy relative to the best compared isomer or geometry (same formula, charge and spin) (kcal per mole) = 6.5
- HOMO-LUMO gap (eV) = 6.35

XYZ file:
```
49
Properties=species:S:1:pos:R:3:nbo_charge:R:1
Rb -0.147 -0.215 -0.192 0.9221
C 2.745 0.575 2.419 -0.2301
C 3.404 -0.162 1.246 -0.2252
N 2.845 0.117 -0.066 -0.6496
C 3.226 1.334 -0.752 -0.2265
C 2.790 2.652 -0.107 -0.5379
S 1.030 2.951 0.242 0.1899
C 0.984 3.036 2.049 -0.5465
C 0.621 1.778 2.851 -0.2204
N 1.299 0.579 2.405 -0.6583
H 3.078 1.611 2.415 0.1843
H 3.165 0.154 3.346 0.1845
H 3.308 -1.239 1.408 0.1998
H 4.483 0.058 1.298 0.1716
H 2.966 -0.680 -0.678 0.3784
H 2.820 1.279 -1.765 0.2083
H 4.322 1.425 -0.867 0.1713
H 3.118 3.448 -0.779 0.2321
H 3.337 2.826 0.818 0.2106
H 0.255 3.810 2.302 0.2380
H 1.941 3.443 2.381 0.2125
H -0.453 1.588 2.775 0.2003
H 0.834 2.024 3.905 0.1704
H 0.885 -0.252 2.808 0.3774
Cl -5.231 -1.170 -5.813 -0.0331
C -3.900 -1.326 -4.698 -0.0922
C -3.098 -2.425 -4.751 -0.2102
C -2.017 -2.589 -3.868 -0.3047
I -0.880 -4.305 -4.017 0.1149
C -1.691 -1.650 -2.890 0.3465
O -0.731 -1.764 -2.075 -0.8206
C -2.573 -0.463 -2.840 0.1555
N -2.309 0.478 -1.894 -0.4715
C -3.074 1.537 -1.815 0.0293
C -4.170 1.777 -2.661 -0.2660
C -4.459 0.849 -3.619 -0.1474
C -3.659 -0.309 -3.731 -0.1177
H -3.300 -3.190 -5.489 0.2302
H -2.831 2.267 -1.047 0.1767
H -4.762 2.674 -2.548 0.2161
H -5.289 0.975 -4.299 0.2287
S -3.646 -3.411 1.418 0.4773
C -3.773 -2.427 2.802 -0.4645
C -2.707 -1.587 2.856 -0.0591
N -1.822 -1.680 1.820 -0.4838
C -2.208 -2.612 0.982 -0.1715
H -4.586 -2.507 3.502 0.2487
H -2.530 -0.859 3.634 0.2069
H -1.673 -2.842 0.069 0.2544
```